The following is a DFT calculation (ωB97M-V/def2-TZVPD) of a molecular structure, C38H30LiN6Se in a non-equilibrium geometry.

```
76
Properties=species:S:1:pos:R:3:lowdin_charge:R:1
Li -0.883 -0.739 -1.076 0.59
C -3.061 1.955 1.252 -0.07
C -2.579 1.253 0.207 -0.21
N -1.335 0.887 -0.173 0.00
C -0.180 1.185 0.436 -0.21
C 0.028 1.771 1.717 -0.13
C -2.319 2.492 2.423 -0.36
C 1.278 2.282 2.011 -0.03
C 2.368 2.113 1.161 -0.07
C 2.240 1.387 0.003 -0.04
C 0.987 0.901 -0.379 -0.23
N 0.769 0.074 -1.417 0.01
C 1.267 0.166 -2.655 -0.24
C 1.999 1.233 -3.228 -0.03
C 2.168 1.293 -4.593 -0.11
C 1.579 0.378 -5.454 -0.07
C 0.827 -0.683 -4.932 -0.18
C 0.046 -1.583 -5.702 -0.04
C -0.772 -2.493 -5.045 -0.08
C -0.655 -2.713 -3.698 -0.04
N 0.298 -2.019 -2.954 -0.01
C 0.809 -0.850 -3.529 -0.15
H -4.128 2.139 1.270 0.10
H -3.310 0.936 -0.537 0.10
H -2.969 2.372 3.308 0.14
H 1.435 2.823 2.930 0.10
H 3.329 2.510 1.455 0.10
H 3.105 1.135 -0.594 0.10
H 2.377 2.021 -2.596 0.09
H 2.754 2.102 -5.011 0.09
H 1.683 0.485 -6.524 0.09
H 0.029 -1.500 -6.777 0.10
H -1.495 -3.073 -5.599 0.10
H -1.195 -3.486 -3.179 0.10
N -0.475 -2.042 0.443 0.07
C -1.178 -3.117 -0.054 -0.28
C -2.522 -3.289 0.268 -0.01
C -3.217 -4.387 -0.195 -0.09
C -2.585 -5.338 -0.983 -0.10
C -1.261 -5.161 -1.336 -0.06
C -0.564 -4.036 -0.915 -0.17
C 0.833 -3.839 -1.348 -0.13
C 1.790 -4.732 -0.875 -0.03
C 3.120 -4.624 -1.234 -0.09
C 3.513 -3.586 -2.063 -0.08
C 2.577 -2.699 -2.550 0.01
C 1.223 -2.818 -2.227 -0.13
H -0.875 -1.620 1.286 -0.05
H 0.520 -2.200 0.540 0.11
H -2.984 -2.552 0.908 0.11
H -4.251 -4.518 0.084 0.10
H -3.130 -6.202 -1.333 0.09
H -0.753 -5.879 -1.968 0.12
H 1.467 -5.524 -0.212 0.12
H 3.838 -5.345 -0.872 0.10
H 4.547 -3.491 -2.362 0.10
H 2.883 -1.914 -3.225 0.12
C 0.250 1.536 4.925 -0.13
N -0.584 2.308 4.040 -0.14
C -1.026 1.745 2.781 -0.65
Se -1.611 -0.166 3.064 0.60
N -2.071 3.908 2.277 0.07
C -1.225 4.496 3.196 -0.20
C -1.106 5.877 3.242 -0.05
C -0.366 6.498 4.233 -0.13
C 0.242 5.719 5.199 -0.13
C 0.161 4.336 5.151 -0.04
C -0.554 3.685 4.144 -0.18
H 0.146 0.484 4.676 -0.01
H -0.077 1.671 5.960 0.09
H 1.313 1.798 4.845 0.08
H -2.101 4.286 1.342 0.13
H -1.609 6.459 2.481 0.10
H -0.279 7.577 4.252 0.09
H 0.806 6.181 5.996 0.09
H 0.681 3.759 5.901 0.09
```

Properties
Total energy: -114386.7237 eV
Gap between HOMO and LUMO (spin up / spin down): 0.189 / 0.207 hartree
Net charge: -1
HOMO energy (spin up / spin down): -0.1381 / -0.1354 hartree

***

The following is a DFT calculation (ωB97M-V/def2-TZVPD) of a molecular structure, C38H30N4O7STi in a non-equilibrium geometry.

```
81
Properties=species:S:1:pos:R:3:lowdin_charge:R:1
Ti 9.928 14.515 11.479 1.12
O 6.070 15.228 9.761 0.22
C 7.171 15.014 10.479 -0.34
O 8.315 14.719 10.022 -0.01
C 7.042 15.133 11.888 -0.15
C 5.964 15.770 12.518 0.10
C 5.984 15.885 13.906 0.04
C 7.127 15.512 14.602 0.06
C 8.202 14.979 13.897 -0.10
N 8.126 14.733 12.554 0.09
C 9.509 14.613 14.515 -0.33
O 9.536 14.271 15.791 0.21
O 10.511 14.572 13.735 0.02
H 6.211 15.004 8.818 0.18
H 5.070 16.130 11.971 0.16
H 5.080 16.141 14.489 0.16
H 7.193 15.619 15.693 0.15
H 8.628 14.359 16.223 0.17
O 12.325 14.759 11.907 -0.14
C 12.750 16.171 11.807 -0.26
C 11.442 17.040 11.510 -0.42
O 11.484 18.259 11.679 0.15
O 10.360 16.346 11.109 -0.13
C 13.828 16.204 10.769 -0.19
C 13.758 17.007 9.677 -0.03
C 14.794 17.059 8.768 -0.06
C 15.965 16.361 8.964 -0.06
C 16.099 15.569 10.111 -0.05
C 15.019 15.455 10.972 -0.01
C 13.344 16.624 13.167 -0.13
C 14.133 17.815 13.238 0.00
C 14.768 18.220 14.404 -0.05
C 14.620 17.477 15.578 -0.08
C 13.804 16.382 15.553 -0.08
C 13.264 15.886 14.343 -0.03
H 12.584 14.415 11.008 0.04
H 12.959 17.712 9.551 0.12
H 14.673 17.714 7.897 0.12
H 16.783 16.489 8.251 0.12
H 17.037 15.069 10.360 0.12
H 15.105 14.715 11.789 0.13
H 14.308 18.382 12.366 0.11
H 15.452 19.077 14.458 0.12
H 15.185 17.759 16.476 0.12
H 13.458 15.853 16.437 0.11
H 12.723 14.914 14.348 0.10
S 11.119 13.559 9.286 0.79
C 10.136 14.024 7.881 -0.64
C 9.678 15.321 7.660 -0.14
C 8.871 15.605 6.569 -0.07
C 8.341 14.545 5.793 -0.06
C 8.804 13.249 6.011 -0.08
C 9.787 13.041 6.954 -0.13
H 10.001 16.173 8.254 0.11
H 8.720 16.665 6.333 0.12
H 7.698 14.771 4.962 0.10
H 8.483 12.412 5.388 0.12
H 10.399 12.104 6.860 0.13
C 9.561 10.254 11.889 -0.02
C 9.341 11.649 11.810 -0.12
N 10.336 12.516 12.063 -0.12
C 11.574 12.003 12.431 -0.04
C 11.873 10.633 12.484 -0.17
C 10.787 9.724 12.247 0.04
C 13.250 10.207 12.600 -0.03
C 13.825 8.981 12.889 0.01
C 13.594 8.050 14.000 -0.28
C 14.477 7.003 14.170 -0.01
C 14.353 6.311 15.356 -0.09
N 13.376 6.522 16.271 0.11
C 12.598 7.566 15.977 -0.21
N 12.566 8.320 14.885 0.13
H 8.731 9.553 11.625 0.14
H 8.363 12.027 11.466 0.12
H 12.311 12.772 12.726 0.13
H 11.046 8.658 12.335 0.14
H 13.931 11.019 12.362 0.12
H 14.579 8.582 12.171 0.13
H 15.187 6.755 13.345 0.14
H 15.124 5.594 15.628 0.12
H 11.843 7.817 16.722 0.11
```

Properties
ΔE to the lowest compared entry with this formula, charge and spin: 0.0 kcal/mol
Total energy: -94122.1522 eV
Gap between HOMO and LUMO (spin up / spin down): 0.165 / 0.165 hartree
Net charge: +2
HOMO energy (spin up / spin down): -0.4689 / -0.4690 hartree

***

The following is a DFT calculation (ωB97M-V/def2-TZVPD) of a molecular structure, C38H31BrN6O5SeV.

```
83
Properties=species:S:1:pos:R:3:mulliken_spin:R:1
V -0.217 0.218 0.945 1.01
Br 2.738 -0.695 7.603 0.00
C 2.241 -0.655 5.756 -0.03
C 2.430 -1.814 4.978 0.06
C 2.091 -1.787 3.651 -0.04
C 1.557 -0.626 3.042 0.05
O 1.276 -0.646 1.778 -0.04
C 1.365 0.540 3.852 0.00
C 0.927 1.766 3.287 0.13
N 0.566 1.824 2.031 0.02
C 0.461 2.949 1.254 -0.03
C 0.306 4.277 1.658 0.07
C 0.307 5.285 0.691 -0.02
C 0.519 5.022 -0.646 0.05
C 0.727 3.687 -1.088 0.01
C 1.098 3.307 -2.391 -0.11
C 1.304 1.963 -2.673 0.03
C 1.068 0.986 -1.728 -0.06
N 0.668 1.311 -0.474 -0.07
C 0.595 2.647 -0.135 -0.03
C 1.729 0.487 5.219 0.00
H 2.826 -2.713 5.430 0.01
H 2.211 -2.661 3.023 0.00
H 0.979 2.672 3.895 0.01
H 0.169 4.516 2.705 0.01
H 0.158 6.311 1.009 0.00
H 0.566 5.829 -1.368 0.00
H 1.256 4.069 -3.148 -0.01
H 1.650 1.653 -3.652 0.00
H 1.195 -0.071 -1.935 -0.02
H 1.601 1.373 5.831 0.00
O -1.229 -2.962 -2.136 0.00
C -0.963 -3.969 -1.294 0.00
C -0.995 -5.263 -1.823 0.00
C -0.766 -6.355 -1.012 0.00
C -0.507 -6.191 0.347 0.00
C -0.493 -4.914 0.877 0.00
C -0.716 -3.796 0.078 0.00
C -0.770 -2.444 0.674 0.02
O -0.526 -1.425 -0.105 0.00
N -1.150 -2.329 1.920 -0.01
N -1.257 -0.976 2.210 -0.02
C -1.822 -0.639 3.308 -0.02
C -2.198 0.744 3.533 0.03
C -2.646 1.146 4.795 0.00
C -3.119 2.423 5.022 0.00
C -3.168 3.321 3.952 0.00
C -2.740 2.951 2.695 0.00
C -2.228 1.661 2.447 -0.02
O -1.820 1.346 1.245 0.00
H -0.995 -2.119 -1.694 0.00
H -1.179 -5.372 -2.883 0.00
H -0.778 -7.349 -1.445 0.00
H -0.316 -7.048 0.980 0.00
H -0.304 -4.750 1.930 0.00
H -2.096 -1.413 4.023 0.00
H -2.614 0.425 5.605 0.00
H -3.452 2.719 6.009 0.00
H -3.542 4.327 4.111 0.00
H -2.756 3.648 1.867 0.00
Se 2.524 -2.802 -2.237 0.00
C 2.984 -3.000 -4.047 0.00
C 2.904 -1.949 -4.981 0.00
C 3.271 -2.140 -6.298 0.00
N 3.719 -3.292 -6.813 0.00
C 3.786 -4.299 -5.934 0.00
C 3.444 -4.212 -4.599 0.00
H 2.551 -0.978 -4.655 0.00
H 3.204 -1.307 -6.996 0.00
H 4.141 -5.248 -6.332 0.00
H 3.528 -5.083 -3.960 0.00
C -1.842 1.471 -4.110 0.00
N -2.114 2.258 -2.931 0.00
C -2.227 3.689 -3.057 0.00
C -2.308 1.650 -1.734 0.00
O -2.273 0.453 -1.548 0.00
H -2.728 1.389 -4.750 0.00
H -1.536 0.474 -3.803 0.00
H -1.035 1.936 -4.679 0.00
H -3.182 3.990 -3.506 0.00
H -1.415 4.069 -3.679 0.00
H -2.134 4.151 -2.074 0.00
H -2.484 2.359 -0.909 0.00
```

Properties
ΔE to the lowest compared entry with this formula, charge and spin: 0.0 kcal/mol
Total energy: -220167.6885 eV
Gap between HOMO and LUMO (spin up / spin down): 0.151 / 0.154 hartree
Net charge: -2
Spin multiplicity: 2
HOMO energy (spin up / spin down): -0.0147 / -0.0182 hartree

***

The following is a DFT calculation (ωB97M-V/def2-TZVPD) of a molecular structure, C38H31Cl2FeO2PSi in a non-equilibrium geometry.

```
76
Properties=species:S:1:pos:R:3:mulliken_spin:R:1
Fe 13.735 11.133 10.485 3.67
Cl 18.115 9.564 12.146 0.00
C 16.877 9.996 10.936 -0.01
Cl 15.090 9.921 11.791 0.02
H 16.918 9.357 10.086 0.00
H 17.018 11.010 10.691 0.00
O 10.848 12.322 11.607 0.00
C 10.729 11.118 11.880 0.00
O 11.062 10.376 12.782 0.00
C 9.866 10.265 10.783 0.02
C 8.488 10.166 10.889 0.00
C 7.844 9.367 9.969 0.00
C 8.400 8.736 8.909 0.00
C 9.778 8.837 8.735 0.00
C 10.463 9.683 9.669 -0.01
P 12.244 9.602 9.647 0.07
C 12.725 9.724 7.859 -0.02
C 12.215 10.671 6.974 0.02
C 12.807 10.884 5.722 0.00
C 13.986 10.147 5.437 0.01
C 14.451 9.129 6.226 0.00
C 13.876 8.974 7.484 -0.01
C 12.505 7.900 10.193 0.00
C 12.570 7.733 11.635 0.02
C 12.848 6.456 12.101 0.00
C 13.145 5.382 11.257 0.01
C 13.088 5.556 9.841 0.00
C 12.714 6.802 9.348 0.01
H 8.002 10.648 11.712 0.00
H 6.737 9.148 10.040 0.00
H 7.824 8.138 8.261 0.00
H 10.326 8.376 7.895 0.00
H 11.386 11.325 7.261 0.01
H 12.474 11.529 4.902 0.00
H 14.385 10.298 4.401 0.00
H 15.277 8.501 5.895 0.00
H 14.382 8.351 8.253 0.00
H 12.262 8.529 12.261 0.01
H 12.786 6.176 13.211 0.00
H 13.472 4.450 11.729 0.00
H 13.300 4.648 9.197 0.00
H 12.492 6.879 8.320 0.00
C 14.398 16.119 13.359 0.01
C 13.315 15.242 13.526 0.00
C 12.914 14.462 12.423 -0.01
C 13.711 14.386 11.280 -0.01
C 14.908 15.180 11.229 0.01
C 15.244 16.053 12.277 -0.01
Si 13.128 13.227 9.802 0.14
C 11.596 14.038 8.970 -0.03
C 10.713 14.712 9.730 0.01
C 9.621 15.354 9.145 0.00
C 9.368 15.193 7.793 0.00
C 10.324 14.583 6.981 0.00
C 11.423 13.959 7.558 0.01
C 14.418 13.634 8.384 -0.05
C 14.373 14.981 7.929 -0.03
C 14.977 15.333 6.784 0.00
C 15.699 14.369 6.058 0.00
C 15.853 13.069 6.599 0.03
C 15.118 12.629 7.680 0.05
H 14.560 16.828 14.156 0.00
H 12.660 15.282 14.395 0.00
H 12.053 13.792 12.510 -0.01
H 15.547 15.092 10.336 0.00
H 16.082 16.718 12.156 0.00
H 10.752 14.652 10.816 0.00
H 9.072 16.032 9.800 0.00
H 8.463 15.437 7.243 0.00
H 10.189 14.608 5.854 0.00
H 12.158 13.377 6.940 0.00
H 13.719 15.645 8.522 0.00
H 14.788 16.361 6.356 0.00
H 16.147 14.588 5.077 0.00
H 16.476 12.446 5.979 0.00
H 15.143 11.575 8.135 0.07
```

Properties
ΔE to the lowest compared entry with this formula, charge and spin: 28.8 kcal/mol
Total energy: -120598.4256 eV
Gap between HOMO and LUMO (spin up / spin down): 0.236 / 0.255 hartree
Spin multiplicity: 5
HOMO energy (spin up / spin down): -0.2744 / -0.3002 hartree

***

The following is a DFT calculation (ωB97M-V/def2-TZVPD) of a molecular structure, C38H31F15GeHgN2O2PS.

```
92
Properties=species:S:1:pos:R:3:mulliken_spin:R:1
Hg -0.196 -0.373 0.071 0.00
F -5.373 -2.950 -0.623 0.00
C -5.061 -4.233 -0.413 0.00
C -3.927 -4.569 0.313 0.00
C -3.739 -5.918 0.529 0.00
F -2.706 -6.373 1.258 0.00
C -4.591 -6.886 0.024 0.00
F -4.363 -8.188 0.249 0.00
C -5.693 -6.509 -0.708 0.00
F -6.524 -7.434 -1.197 0.00
C -5.937 -5.171 -0.928 0.00
F -7.020 -4.805 -1.623 0.00
Ge -2.793 -3.029 0.935 0.00
S -2.156 -1.867 -0.717 0.00
C -1.306 -3.822 1.986 0.00
C -0.517 -4.781 1.375 0.00
F -0.784 -5.174 0.124 0.00
C 0.532 -5.405 2.018 0.00
F 1.253 -6.354 1.409 0.00
C 0.839 -5.043 3.312 0.00
F 1.856 -5.630 3.948 0.00
C 0.091 -4.078 3.950 0.00
F 0.393 -3.734 5.207 0.00
C -0.965 -3.483 3.281 0.00
F -1.645 -2.549 3.957 0.00
C -4.061 -2.243 2.236 0.00
C -4.517 -3.019 3.283 0.00
F -4.060 -4.279 3.440 0.00
C -5.430 -2.567 4.211 0.00
F -5.846 -3.349 5.221 0.00
C -5.923 -1.284 4.089 0.01
F -6.813 -0.830 4.975 0.00
C -5.507 -0.480 3.051 0.00
F -6.011 0.748 2.936 0.00
C -4.585 -0.963 2.132 -0.01
F -4.253 -0.164 1.139 0.00
O -0.553 2.797 -2.385 0.15
C -1.101 2.705 -1.261 0.08
N -0.873 1.702 -0.329 -0.03
C -1.633 1.880 0.809 0.16
O -1.607 1.013 1.750 0.13
C -2.375 3.090 0.663 0.17
C -3.303 3.755 1.479 -0.03
C -3.879 4.922 1.019 0.06
C -3.545 5.448 -0.266 0.14
C -2.636 4.796 -1.084 -0.08
C -2.046 3.615 -0.635 0.22
H -3.563 3.353 2.454 0.01
H -4.601 5.444 1.639 0.01
H -4.012 6.368 -0.607 0.02
H -2.388 5.188 -2.066 0.00
C 2.971 1.455 -0.894 0.00
C 3.980 0.341 -0.546 0.00
C 4.573 0.724 0.820 0.00
C 5.109 0.325 -1.579 0.00
P 2.987 -1.267 -0.275 0.00
N 1.743 -0.974 0.579 0.00
C 2.630 -2.021 -1.987 0.00
C 2.148 -0.877 -2.893 0.00
C 1.443 -2.997 -1.847 0.00
C 3.786 -2.747 -2.683 0.00
C 4.106 -2.470 0.712 0.00
C 3.489 -3.865 0.558 0.00
C 5.589 -2.549 0.338 0.00
C 3.981 -2.115 2.207 0.00
H 3.402 2.427 -0.626 0.00
H 2.042 1.345 -0.334 0.00
H 2.715 1.495 -1.951 0.00
H 4.940 1.755 0.768 0.00
H 5.414 0.091 1.105 0.00
H 3.809 0.674 1.598 0.00
H 5.641 1.283 -1.531 0.00
H 4.736 0.217 -2.597 0.00
H 5.838 -0.467 -1.396 0.00
H 1.345 -0.297 -2.436 0.00
H 1.756 -1.308 -3.820 0.00
H 2.948 -0.191 -3.161 0.00
H 0.751 -2.693 -1.060 0.00
H 1.763 -4.019 -1.643 0.00
H 0.870 -3.014 -2.780 0.00
H 4.658 -2.115 -2.845 0.00
H 3.434 -3.089 -3.665 0.00
H 4.098 -3.633 -2.132 0.00
H 3.636 -4.284 -0.435 0.00
H 2.419 -3.823 0.769 0.00
H 3.960 -4.549 1.274 0.00
H 5.750 -2.875 -0.689 0.00
H 6.078 -3.279 0.996 0.00
H 6.104 -1.598 0.476 0.00
H 2.985 -1.716 2.416 0.00
H 4.730 -1.392 2.527 0.00
H 4.121 -3.023 2.805 0.00
```

Properties
ΔE to the lowest compared entry with this formula, charge and spin: 14.8 kcal/mol
Total energy: -168561.6446 eV
Gap between HOMO and LUMO (spin up / spin down): 0.111 / 0.229 hartree
Net charge: -2
Spin multiplicity: 2
HOMO energy (spin up / spin down): 0.0253 / -0.0924 hartree